85
Properties=species:S:1:pos:R:3:mulliken_spin:R:1 method="wB97M-V/def2-TZVPD" fmax_ha_per_bohr=0.0797 de_lowest_kj_mol=52.7 orbital_gap_ev="6.8 / 6.4" homo_ev="-13.399 / -13.691" total_charge=+2 energy_ha=-5968.1570 spin_multiplicity=5
N 5.459 -2.022 -2.617 -0.016
C 4.654 -2.914 -2.032 0.007
C 3.393 -2.612 -1.532 -0.016
C 2.871 -1.310 -1.663 0.081
C 3.780 -0.337 -2.152 -0.019
C 5.024 -0.766 -2.641 0.007
C 1.439 -1.132 -1.512 -0.126
Fe 0.230 0.017 -0.338 3.667
P -2.138 1.236 -0.243 -0.007
C 0.631 -0.125 -2.180 -0.032
C -0.409 -0.483 -3.170 0.060
C -1.004 0.614 -3.872 0.016
C -2.152 0.423 -4.626 -0.010
C -2.815 -0.802 -4.598 0.018
C -2.181 -1.906 -3.997 -0.012
C -0.899 -1.791 -3.394 0.007
Br -4.446 -0.920 -5.415 0.003
H 0.927 -2.026 -1.083 -0.012
H 1.099 0.782 -2.524 -0.037
H 2.813 -3.426 -1.119 -0.001
H 3.566 0.731 -2.178 0.000
H 5.088 -3.903 -1.961 0.000
H 5.714 -0.033 -3.080 0.000
H -0.505 1.600 -3.967 0.002
H -0.286 -2.699 -3.143 0.003
H -2.415 1.221 -5.326 0.000
H -2.605 -2.873 -4.189 0.000
P 1.655 1.397 1.412 0.187
C -3.308 0.231 -1.233 -0.010
C -4.516 0.930 -1.894 0.000
H -3.721 -0.569 -0.601 0.003
H -2.693 -0.256 -2.009 0.011
H -5.059 0.231 -2.553 0.000
H -5.224 1.286 -1.130 0.001
H -4.219 1.779 -2.522 0.000
C -1.417 2.611 -1.252 0.102
C -2.213 3.929 -1.490 0.005
H -1.121 2.182 -2.229 -0.021
H -0.440 2.894 -0.814 -0.049
H -1.605 4.639 -2.099 0.000
H -3.163 3.730 -2.021 0.000
H -2.454 4.404 -0.521 0.000
C -2.017 0.943 1.570 0.021
C -3.236 0.980 2.491 0.009
H -1.274 1.656 1.961 -0.001
H -1.537 -0.051 1.640 0.004
H -2.906 0.743 3.510 0.000
H -3.683 1.976 2.500 -0.001
H -3.988 0.240 2.212 -0.001
C 1.110 1.016 3.109 0.003
C 1.457 1.973 4.234 0.007
H 1.487 0.003 3.291 0.002
H 0.024 0.927 3.055 0.001
H 2.461 1.802 4.617 0.000
H 1.318 3.034 3.982 -0.001
H 0.837 1.750 5.108 0.000
C 1.135 3.151 1.061 -0.021
C 1.718 3.681 -0.259 0.004
H 1.466 3.782 1.898 0.002
H 0.021 3.145 1.039 0.004
H 2.780 3.932 -0.179 0.000
H 1.614 2.978 -1.088 -0.008
H 1.194 4.581 -0.596 0.000
C 3.501 1.321 1.368 0.013
C 4.080 0.330 2.370 0.001
H 3.884 2.348 1.522 0.003
H 3.762 1.017 0.335 -0.002
H 5.155 0.210 2.203 0.000
H 3.969 0.677 3.403 0.000
H 3.634 -0.668 2.265 0.000
N -2.457 -4.767 4.046 0.000
C -1.127 -4.647 3.723 0.000
O -0.251 -5.286 4.294 0.001
C -0.796 -3.730 2.573 0.001
C -1.723 -3.247 1.611 0.003
C -1.294 -2.237 0.729 0.045
N -0.047 -1.661 0.866 0.066
C 0.919 -2.299 1.599 0.030
C 0.526 -3.264 2.517 0.002
H -2.617 -5.211 4.946 0.000
H -3.009 -3.947 3.922 0.000
H -2.755 -3.589 1.488 0.000
H -1.956 -1.856 -0.088 -0.002
H 1.995 -2.087 1.458 0.003
H 1.294 -3.613 3.205 0.000

=====

16
Properties=species:S:1:pos:R:3:nbo_charge:R:1 method="wB97M-V/def2-TZVPD" fmax_ha_per_bohr=0.0723 de_lowest_kj_mol=332.8 orbital_gap_ev=8.6 homo_ev=-7.730 energy_ha=-376.1217 spin_multiplicity=1
N -3.713 -0.434 -0.035 -0.621
N -2.355 -0.312 0.002 -0.322
C -1.771 0.780 -0.262 0.189
N -0.434 1.003 -0.287 -0.543
C 0.330 -0.059 -0.404 0.315
N 1.635 0.023 -0.445 -0.399
C 2.728 -0.825 -0.139 -0.223
C 2.685 0.610 0.379 -0.214
H -3.949 -1.199 0.614 0.352
H -4.134 0.372 0.318 0.326
H -2.367 1.678 -0.292 0.129
H -0.182 -1.059 -0.443 0.188
H 2.592 -1.582 0.669 0.191
H 3.308 -1.239 -0.978 0.213
H 3.241 1.424 -0.093 0.212
H 2.386 0.816 1.395 0.209

=====

10
Properties=species:S:1:pos:R:3:mulliken_spin:R:1 method="wB97M-V/def2-TZVPD" fmax_ha_per_bohr=0.1269 orbital_gap_ev="7.8 / 5.8" homo_ev="-11.992 / -14.956" total_charge=+1 energy_ha=-1870.8919 spin_multiplicity=3
C 1.097 -0.309 2.126 -0.012
N 0.570 -0.147 1.005 0.024
N -0.721 1.582 -1.743 0.909
P -0.871 0.069 -1.596 0.609
Cl -0.539 -0.926 -3.228 0.090
Cl -2.247 -0.811 -0.481 0.147
Cl 1.055 -1.029 -0.374 0.262
H 0.700 0.330 2.907 0.001
H -0.936 2.239 -1.011 -0.032
H 1.892 -0.998 2.396 0.003

=====

15
Properties=species:S:1:pos:R:3:mulliken_spin:R:1 method="wB97M-V/def2-TZVPD" fmax_ha_per_bohr=0.0508 de_lowest_kj_mol=0.0 orbital_gap_ev="7.4 / 7.7" homo_ev="-12.028 / -15.497" total_charge=+1 energy_ha=-1794.9415 spin_multiplicity=7
O -0.962 0.057 -1.306 0.288
O -0.953 0.040 1.684 -0.008
C 0.250 -0.153 1.714 -0.013
C 1.029 -0.921 0.692 0.019
O 0.279 -1.597 -0.260 0.023
C 0.002 -0.880 -1.477 -0.022
Fe -2.251 -0.212 0.089 5.651
H 0.855 0.292 2.527 0.009
H 1.653 -1.638 1.252 0.001
H 1.739 -0.196 0.242 -0.002
H -0.298 -1.680 -2.179 0.009
H 0.954 -0.424 -1.823 0.024
O -1.860 2.189 -0.083 0.005
C -0.760 2.363 -0.462 0.002
O 0.322 2.759 -0.611 0.014